The following is a DFT calculation (the ωB97M-V functional and the def2-TZVPD basis) of a structure of composition C4H5CoO2 in a non-equilibrium geometry.

Atoms and positions in Å:
H -0.95738 -3.57141 0.76268
O 0.73764 -1.00524 0.81969
C 0.45086 0.96699 -0.45598
C 0.60749 2.35921 -0.35965
C 1.11988 0.19294 0.49209
C -0.93543 0.61751 -0.91160
O -1.51851 -0.42502 -0.56150
Co -1.06083 -2.01573 0.29303
H 1.32238 -1.43161 1.46945
H -0.52393 2.63487 -0.73083
H 1.90524 0.65198 1.09868
H -1.14741 1.02551 -1.91606

Forces on the atoms, in the same order (eV/Å):
H -0.024 0.961 -0.231
O 0.054 -1.226 0.517
C -1.886 -1.160 1.398
C -2.145 0.858 -0.328
C 0.235 2.482 -0.875
C 3.447 -2.753 -2.049
O -1.151 1.993 -0.223
Co -0.100 -2.280 0.767
H -0.034 -0.011 0.073
H 2.378 0.649 0.558
H 0.195 -0.178 -0.431
H -0.968 0.665 0.824

Output
HOMO energy (spin up / spin down) ... -13.52 / -13.49 eV
Orbital gap (spin up / spin down) ... 7.45 / 7.17 eV
Calculated total energy ... -45936.4600 eV
LUMO energy (spin up / spin down) ... -0.22279 / -0.23226 Eh
Energy above the lowest of the compared OMol25 structures with the same formula, charge and spin ... 23.6 kcal per mole
2S+1 ... 4
Charge ... +1

***

The following is a DFT calculation (the ωB97M-V functional and the def2-TZVPD basis) of a structure of composition C4H5CrLiO2 in a non-equilibrium geometry.

Atoms and positions in Å:
H -1.90306 0.19318 1.43226
C -0.97391 0.37337 0.47220
C -0.50792 -1.03500 0.08293
C 1.00378 -0.90885 -0.12674
C 1.19187 0.60047 -0.10539
O 0.09653 1.02056 1.10530
O -1.13216 1.09651 -0.65619
Li -1.53267 2.75615 -1.18742
Cr 2.65323 1.79207 -0.67901
H -1.01385 -1.35854 -0.83806
H -0.78512 -1.75799 0.86234
H 1.34607 -1.38062 -1.06049
H 1.55721 -1.39131 0.69827

Forces on the atoms, in the same order (eV/Å):
H 2.274 1.145 -3.045
C -1.858 -1.008 1.683
C -1.021 -0.984 0.515
C -0.500 1.212 -0.783
C -3.069 -1.137 4.301
O 4.040 -1.134 -2.424
O -1.101 0.664 -0.565
Li -0.033 -0.829 0.296
Cr 0.690 0.719 -0.243
H 0.183 0.262 0.283
H 0.349 0.122 -0.169
H 0.026 0.354 0.242
H 0.020 0.614 -0.091

Output
HOMO energy (spin up / spin down) ... -12.38 / -12.48 eV
Orbital gap (spin up / spin down) ... 7.68 / 7.45 eV
Calculated total energy ... -36938.5423 eV
LUMO energy (spin up / spin down) ... -0.17294 / -0.18504 Eh
Energy above the lowest of the compared OMol25 structures with the same formula, charge and spin ... 52.3 kcal per mole
2S+1 ... 6
Charge ... +1

***

The following is a DFT calculation (the ωB97M-V functional and the def2-TZVPD basis) of a structure of composition C4H5CrLiO2 in a non-equilibrium geometry.

Atoms and positions in Å:
H -0.21117 0.17456 -0.17617
C -0.18016 1.13624 0.89883
C 0.07576 2.57439 1.23931
C 1.54109 2.90352 0.94630
C 2.02777 2.20714 -0.29497
O 0.98968 1.73844 -0.90258
O 0.18386 0.28198 1.69022
Li 0.25831 -1.61643 1.47097
Cr 2.29373 0.47549 -1.68089
H -0.20523 2.75823 2.28785
H -0.63169 3.17747 0.65121
H 2.20950 2.58556 1.76331
H 1.70368 3.97782 0.77040

Forces on the atoms, in the same order (eV/Å):
H -1.574 4.028 1.342
C 1.258 -5.353 -1.282
C -1.680 0.825 -1.033
C 1.296 0.456 0.257
C -3.669 -2.040 -1.195
O 3.647 0.790 -0.832
O 0.083 -0.193 1.991
Li -0.268 0.119 0.605
Cr 0.296 1.465 0.184
H 0.334 -0.420 -0.240
H 0.473 0.132 -0.008
H -0.197 0.298 -0.125
H 0.003 -0.109 0.337

Output
HOMO energy (spin up / spin down) ... -17.73 / -17.76 eV
Orbital gap (spin up / spin down) ... 7.94 / 8.25 eV
Calculated total energy ... -36928.5866 eV
LUMO energy (spin up / spin down) ... -0.36003 / -0.34972 Eh
Energy above the lowest of the compared OMol25 structures with the same formula, charge and spin ... 79.1 kcal per mole
2S+1 ... 5
Charge ... +2

***

The following is a DFT calculation (the ωB97M-V functional and the def2-TZVPD basis) of a structure of composition C4H5CsO6 in a non-equilibrium geometry.

Atoms and positions in Å:
C 1.14117 -1.33173 0.06857
C 0.86950 -2.53792 0.93489
O 0.04374 -2.18268 2.04466
O -0.12132 -0.82585 -0.31267
H 1.73847 -1.63552 -0.80365
H 1.70106 -0.57133 0.63412
H 1.80630 -2.93314 1.34587
H 0.38066 -3.32430 0.34094
H -0.66848 -1.60140 1.71890
C 4.64564 -4.32037 4.86820
O 5.64487 -4.61631 4.37666
O 3.61213 -4.26320 5.40420
Cs -0.37063 -4.32220 5.86555
O 0.93163 0.77888 -1.50524
O -1.31149 0.63420 -1.47673
C -0.15877 0.29277 -1.16858

Forces on the atoms, in the same order (eV/Å):
C 0.025 0.353 -0.293
C -0.207 0.129 -0.093
O -0.375 -0.147 0.593
O 0.062 -1.143 0.834
H -0.053 0.181 0.124
H -0.006 -0.155 -0.165
H -0.118 0.048 -0.037
H 0.064 0.109 0.076
H 0.504 -0.177 -0.290
C -0.324 -1.687 0.321
O 0.306 0.828 -0.230
O -0.092 0.859 -0.090
Cs 0.131 0.205 -0.338
O 0.303 -0.452 0.382
O 0.280 -0.474 0.475
C -0.499 1.524 -1.269

Output
HOMO energy ... -6.03 eV
Orbital gap ... 3.84 eV
Calculated total energy ... -17060.9458 eV
LUMO energy ... -0.08032 Eh
Energy above the lowest of the compared OMol25 structures with the same formula, charge and spin ... 17.4 kcal per mole

***

The following is a DFT calculation (the ωB97M-V functional and the def2-TZVPD basis) of a structure of composition C4H5CuLiO7 in a non-equilibrium geometry.

Atoms and positions in Å:
O 1.87453 -3.36038 2.39764
C 1.49841 -2.23149 1.98673
O 1.22137 -1.28346 2.76464
O 1.44944 -2.06398 0.66171
C 1.07307 -0.78419 0.15064
O 0.66780 0.38240 -1.88709
C -2.58366 2.74570 -1.21974
C 1.08153 -0.81872 -1.37534
O -1.92611 3.31173 -2.12378
O -2.06258 2.31041 -0.16142
Li 1.53869 -2.61376 4.17144
Cu 0.01950 2.30351 -1.27509
H 1.77964 -0.02159 0.51342
H 0.06606 -0.52151 0.51056
H 2.11148 -1.10227 -1.69587
H 0.42871 -1.66515 -1.69437
O -3.93436 2.87673 -1.27368
H -4.30350 2.53604 -0.45041

Forces on the atoms, in the same order (eV/Å):
O -0.033 -0.598 0.752
C 0.339 0.277 -0.762
O -0.241 0.189 0.843
O 0.135 -0.625 0.438
C -0.315 0.638 0.046
O -0.125 1.162 0.040
C 1.647 1.968 1.188
C -0.023 0.263 0.252
O 0.022 -0.730 -0.506
O -0.311 -0.778 -0.120
Li 0.019 0.236 -1.168
Cu -0.715 -1.639 -0.445
H -0.194 -0.167 -0.102
H 0.294 -0.032 -0.124
H -0.137 0.061 0.030
H 0.085 0.201 0.061
O -0.781 -0.308 -0.402
H 0.334 -0.116 -0.022

Output
HOMO energy ... -3.99 eV
Orbital gap ... 5.18 eV
Calculated total energy ... -63409.4644 eV
LUMO energy ... 0.04365 Eh
Energy above the lowest of the compared OMol25 structures with the same formula, charge and spin ... 0.0 kcal per mole
Charge ... -1

***

The following is a DFT calculation (the ωB97M-V functional and the def2-TZVPD basis) of a structure of composition C4H5CuMgO2 in a non-equilibrium geometry.

Atoms and positions in Å:
H -1.18799 1.86480 -0.64946
C -1.65536 0.96773 -0.20509
C -1.12681 -0.31865 -0.56787
O -2.53318 1.10027 0.65604
Cu -4.07639 2.59996 1.45450
H -0.66818 -0.39204 -1.55753
H -1.71049 -1.19323 -0.27152
C 1.12228 -1.11611 0.67943
C 2.24081 -0.58343 0.19300
O 2.96618 -0.15177 -0.64188
Mg 4.79934 0.21620 -1.24819
H 0.97714 -2.17924 0.46253
H 0.85268 -0.81449 1.69603

Forces on the atoms, in the same order (eV/Å):
H -0.293 -0.207 -0.126
C 0.575 0.497 0.739
C -1.433 -0.139 -1.205
O -0.530 0.350 0.002
Cu 0.501 -0.557 -0.291
H 0.315 0.055 0.460
H 0.414 0.113 0.350
C 2.402 0.792 0.919
C -3.325 -2.371 0.500
O 2.221 1.335 -0.935
Mg -0.416 -0.150 0.128
H -0.035 0.098 -0.274
H -0.397 0.183 -0.268

Output
HOMO energy (spin up / spin down) ... -19.05 / -19.65 eV
Orbital gap (spin up / spin down) ... 4.05 / 4.59 eV
Calculated total energy ... -58372.7948 eV
LUMO energy (spin up / spin down) ... -0.55130 / -0.55363 Eh
Energy above the lowest of the compared OMol25 structures with the same formula, charge and spin ... 24.7 kcal per mole
2S+1 ... 2
Charge ... +3

***

The following is a DFT calculation (the ωB97M-V functional and the def2-TZVPD basis) of a structure of composition C4H5EuO4 in a non-equilibrium geometry.

Atoms and positions in Å:
O 1.09382 -1.75145 -1.45728
C 0.27097 -1.59066 -2.47420
O -0.14423 -2.52403 -3.17103
O -0.16551 -0.34791 -2.58552
Eu 1.11477 0.43150 -0.90830
C -2.24775 0.68826 2.24693
C -1.14581 0.69616 2.99407
O 0.14152 0.76290 2.51471
C 0.52872 1.66035 1.60153
H -3.20496 0.55257 2.74870
H -2.25377 0.88979 1.17448
H -1.14578 0.66019 4.08420
H 1.59537 1.90194 1.67634
H -0.19429 2.42825 1.30199

Forces on the atoms, in the same order (eV/Å):
O 1.084 0.425 0.877
C -1.604 -1.919 -0.712
O 0.735 1.101 0.520
O 0.122 1.366 0.042
Eu -0.264 -1.105 -0.918
C 0.346 0.376 0.364
C -1.063 0.045 -0.184
O 0.628 0.073 0.290
C -0.199 0.539 -0.072
H 0.267 0.173 -0.185
H 0.077 -0.418 0.248
H -0.007 -0.356 -0.358
H -0.355 -0.105 -0.080
H 0.233 -0.194 0.169

Output
HOMO energy (spin up / spin down) ... -7.55 / -7.62 eV
Orbital gap (spin up / spin down) ... 6.46 / 5.89 eV
Calculated total energy ... -31744.8578 eV
LUMO energy (spin up / spin down) ... -0.03998 / -0.06354 Eh
Energy above the lowest of the compared OMol25 structures with the same formula, charge and spin ... 0.0 kcal per mole
2S+1 ... 9

***

The following is a DFT calculation (the ωB97M-V functional and the def2-TZVPD basis) of a cluster of 2 separate species, C4H5F in total in a non-equilibrium geometry.

Atoms and positions in Å:
C 1.39637 -1.10099 0.11249
C -1.38051 1.23694 0.02239
C 0.80307 0.06496 -0.16393
C -0.60471 0.22285 0.04566
F -1.34242 -1.43250 0.06808
H 2.42587 -1.35481 0.01096
H 0.64257 -1.93987 0.23080
H -2.44701 1.29249 0.09336
H -0.83955 2.07662 0.13202
H 1.34633 0.93431 -0.55182

Forces on the atoms, in the same order (eV/Å):
C -2.229 -1.087 -0.628
C -2.715 -1.493 0.431
C 1.185 -0.731 0.492
C -0.749 -4.941 -0.984
F 1.454 4.225 -0.017
H 0.590 0.261 -0.115
H 1.349 0.963 0.442
H -0.249 -0.302 -0.065
H 1.635 3.254 0.039
H -0.272 -0.150 0.405

Output
HOMO energy ... -9.82 eV
Orbital gap ... 10.15 eV
Calculated total energy ... -6943.1155 eV
LUMO energy ... 0.01207 Eh
Energy above the lowest of the compared OMol25 structures with the same formula, charge and spin ... 48.5 kcal per mole

***

The following is a DFT calculation (the ωB97M-V functional and the def2-TZVPD basis) of an isolated molecule of C4H5F2N in a non-equilibrium geometry.

Atoms and positions in Å:
C -1.92047 -1.29428 0.37816
C -0.26755 0.00171 -0.61192
C -1.68834 0.13611 0.00938
C 0.89994 0.51581 0.11150
N -0.89996 -1.98348 0.11626
F -2.58729 0.66440 -0.86845
F -1.67859 0.99810 1.06581
H -2.83873 -1.69315 0.80890
H -0.23797 -0.15156 -1.67542
H 0.69897 0.57985 1.17804
H 1.16520 1.50940 -0.26607
H 1.75339 -0.13624 -0.05482

Forces on the atoms, in the same order (eV/Å):
C -0.348 0.321 0.064
C -1.472 -2.419 1.289
C 0.501 0.145 -0.372
C 0.191 0.118 0.074
N 1.038 2.062 -0.927
F -0.003 -0.132 -0.138
F -0.008 -0.162 0.138
H -0.094 -0.034 0.101
H -0.030 0.037 -0.250
H 0.075 0.059 -0.004
H 0.025 0.030 0.071
H 0.125 -0.024 -0.047

Output
HOMO energy (spin up / spin down) ... -9.52 / -8.85 eV
Orbital gap (spin up / spin down) ... 9.46 / 8.58 eV
Calculated total energy ... -11150.8858 eV
LUMO energy (spin up / spin down) ... -0.00226 / -0.00984 Eh
Energy above the lowest of the compared OMol25 structures with the same formula, charge and spin ... 59.9 kcal per mole

***

The following is a DFT calculation (the ωB97M-V functional and the def2-TZVPD basis) of a cluster of 2 separate species, C4H5F2N4S in total in a non-equilibrium geometry.

Atoms and positions in Å:
C -1.60888 0.00499 -2.03987
C 0.54573 0.87496 1.41763
C 0.82828 -0.55308 1.16111
C 1.76697 -1.23214 1.75984
N -0.20688 1.45550 -1.50998
N -1.85777 1.03552 -2.83962
N -0.97772 1.92161 -2.42714
N -0.57584 0.20664 -1.24438
F 2.14137 -2.54547 1.49819
F 2.48459 -0.82976 2.79621
S -2.46995 -1.55049 -2.03191
H 0.25947 1.17085 2.35228
H 1.40766 1.49675 1.12682
H -0.15327 1.15651 0.70304
H 0.38081 -0.88272 0.15400
H -1.96454 -1.72968 -0.87623

Forces on the atoms, in the same order (eV/Å):
C -0.190 -0.764 -0.759
C 2.158 0.010 -1.590
C -0.098 -0.700 -1.920
C 0.166 -1.989 -0.090
N 0.261 0.146 0.167
N -0.772 -0.737 0.449
N 0.603 2.034 -1.066
N -0.320 -0.581 0.135
F -0.487 1.596 0.113
F 0.261 0.171 0.393
S -0.534 0.808 -1.666
H -0.784 0.392 2.688
H 0.018 -0.207 0.225
H -1.511 0.604 -0.849
H 0.647 0.048 1.863
H 0.584 -0.830 1.906

Output
HOMO energy ... -4.83 eV
Orbital gap ... 8.04 eV
Calculated total energy ... -26458.9820 eV
LUMO energy ... 0.11796 Eh
Energy above the lowest of the compared OMol25 structures with the same formula, charge and spin ... 0.0 kcal per mole
Charge ... -1

***

The following is a DFT calculation (the ωB97M-V functional and the def2-TZVPD basis) of an isolated molecule of C4H5F2NS in a non-equilibrium geometry.

Atoms and positions in Å:
F 1.38043 1.98722 -0.28442
C 1.59029 0.73115 0.27704
C 0.43995 -0.23969 0.43807
C -0.92011 0.10392 -0.09351
N -1.96101 -0.39316 0.41646
S -3.42738 0.02690 -0.36509
C 1.53442 -0.48816 -0.56391
F 2.42365 -1.51474 -0.33481
H 2.33664 0.77379 1.09767
H 0.45374 -0.79494 1.37953
H -0.86686 0.73615 -0.96324
H -4.23188 -0.51933 0.58998
H 1.24813 -0.40911 -1.59377

Forces on the atoms, in the same order (eV/Å):
F 0.040 -0.951 0.159
C 0.587 0.404 0.414
C -0.590 0.182 0.617
C 1.338 -0.640 0.342
N -0.356 0.228 -0.075
S -0.290 -0.325 0.602
C 0.171 -0.174 0.452
F -0.263 0.482 -0.047
H -0.639 -0.068 -0.696
H 0.004 0.071 -0.385
H -0.441 0.454 -0.489
H 0.381 0.232 -0.470
H 0.058 0.104 -0.424

Output
HOMO energy ... -9.08 eV
Orbital gap ... 9.96 eV
Calculated total energy ... -21987.1618 eV
SMILES ... F[C@H]1C(/C=N/S)[C@@H]1F
LUMO energy ... 0.03237 Eh
Energy above the lowest of the compared OMol25 structures with the same formula, charge and spin ... 36.1 kcal per mole

***

The following is a DFT calculation (the ωB97M-V functional and the def2-TZVPD basis) of a cluster of 2 separate species, C4H5F3IN in total in a non-equilibrium geometry.

Atoms and positions in Å:
C 0.59488 -0.28394 0.20634
C 1.46648 1.20851 1.99429
C -1.25716 -0.94879 -0.59702
C -1.07019 -0.30495 -1.88208
N 0.52547 0.58756 1.08917
F -2.27946 -0.33059 -2.61235
F -0.85384 0.99906 -1.78047
F -0.10473 -0.81683 -2.63822
I -1.28634 -2.97002 -0.21444
H 1.33594 -0.78706 -0.28763
H 1.07530 2.18616 2.45323
H 2.39076 1.46931 1.59060
H 1.56691 0.40938 2.71203
H -2.10403 -0.41781 -0.03345

Forces on the atoms, in the same order (eV/Å):
C -4.660 2.466 2.174
C -1.787 0.538 0.761
C 1.963 2.316 3.569
C -2.177 0.010 -1.902
N -0.776 -1.135 -1.829
F 1.079 -0.575 0.159
F 0.512 0.714 0.414
F 0.090 -0.308 -0.223
I -0.035 -0.384 -0.419
H 1.968 -1.469 -1.262
H 0.092 -1.756 -0.576
H 1.737 0.066 -0.999
H 0.429 0.308 0.888
H 1.566 -0.791 -0.754

Output
HOMO energy ... -8.67 eV
Orbital gap ... 9.11 eV
Calculated total energy ... -21969.2919 eV
LUMO energy ... 0.01613 Eh
Energy above the lowest of the compared OMol25 structures with the same formula, charge and spin ... 52.0 kcal per mole